[1]
Molecular formula: C27H43BrCoN6O4SSi
Method: DFT, the ωB97M-V functional and the def2-TZVPD basis

Structure (ORCA input):
```
! wB97M-V def2-TZVPD RIJCOSX def2/J DEFGRID3
* xyz 1 1
Br 0.568 0.418 0.707
Co 1.495 -2.122 -0.491
S -0.276 -3.221 0.073
Si -1.184 1.918 1.031
O 5.295 -5.485 2.023
O 2.576 -3.518 -1.074
O 5.161 -4.609 4.059
O 4.127 -4.978 -0.399
N 2.318 -2.015 2.468
N 2.345 -2.462 1.212
N 0.626 -1.777 -2.135
N -0.527 -2.390 -2.496
N -2.144 -3.801 -1.717
N 2.816 -0.820 -1.191
C 0.534 -0.414 -4.162
C -2.754 0.892 0.647
C 1.152 -0.875 -2.890
C 2.431 -0.343 -2.391
C -3.964 1.831 0.487
C 3.210 0.567 -3.081
C -0.983 2.446 2.860
C -1.615 4.539 0.061
C 3.173 -2.715 3.234
C -1.017 -3.121 -1.525
C 3.781 -3.661 2.431
C 4.814 -4.632 2.911
C 4.412 0.982 -2.523
C -0.784 3.281 -0.253
C -1.127 2.817 -1.677
C 0.705 3.667 -0.275
C 4.800 0.476 -1.296
C -0.707 1.266 3.805
C 0.192 3.423 3.025
C 3.347 -4.073 -0.187
C 3.212 -3.458 1.167
C 3.967 -0.431 -0.660
C -2.900 -3.766 -2.968
C -2.619 0.054 -0.632
C -3.789 -2.537 -3.079
C -2.268 3.154 3.328
C -3.054 -0.096 1.784
H -2.484 -4.358 -0.952
H -2.121 3.515 4.349
H -4.140 2.444 1.372
H 0.998 -0.925 -5.011
H -3.190 -1.628 -3.032
H 3.308 -2.515 4.284
H 0.832 4.514 -0.956
H -2.685 4.334 0.119
H -0.597 1.898 -1.942
H -2.457 0.652 -1.526
H -2.213 -0.767 1.974
H 4.230 -0.857 0.300
H 0.673 0.658 -4.294
H -3.549 -0.504 -0.776
H 0.200 0.729 3.522
H -2.185 -3.799 -3.788
H -3.129 2.485 3.343
H -3.864 2.495 -0.371
H -4.862 1.227 0.326
H -0.817 3.595 -2.381
H 1.093 3.967 0.696
H 0.043 4.355 2.483
H -0.548 1.659 4.814
H 5.039 1.689 -3.048
H 1.322 2.848 -0.646
H -4.324 -2.548 -4.029
H 1.138 2.981 2.704
H 1.707 -1.249 2.713
H -1.467 5.272 -0.738
H -1.527 0.555 3.857
H -0.525 -0.652 -4.164
H -2.519 4.018 2.711
H -1.310 5.013 0.993
H 4.918 -5.375 1.117
H 0.290 3.676 4.084
H 2.891 0.938 -4.044
H -3.492 -4.679 -3.006
H -3.321 0.402 2.715
H -4.525 -2.512 -2.275
H -3.908 -0.716 1.494
H 5.732 0.766 -0.833
H -2.194 2.656 -1.824
H -1.810 -0.671 -0.550
*
```

HOMO (spin up / spin down) = -11.5 / -11.5 eV
Relative energy (zero: lowest compared OMol25 entry of this formula, charge and spin) = 0.000 eV


[2]
Molecular formula: C27H43IN4O3PdSi3
Method: DFT, the ωB97M-V functional and the def2-TZVPD basis

Structure (ORCA input):
```
! wB97M-V def2-TZVPD RIJCOSX def2/J DEFGRID3
* xyz 2 5
I -1.929 2.634 -4.046
Pd 0.244 -0.162 0.092
Si 2.292 -1.893 0.938
Si 1.749 -0.523 -2.136
Si 3.145 1.160 0.066
O -1.761 -2.663 -0.225
O -2.116 1.741 1.155
O -5.789 -0.083 0.087
N -1.853 -0.433 0.373
N -3.855 0.306 1.306
N -1.046 3.599 -1.407
N 0.592 -0.140 2.153
C 1.229 -1.337 2.372
C 4.029 -2.205 1.734
C 1.706 -3.556 0.203
C -4.229 -2.834 1.312
C 4.876 0.888 -0.544
C -0.793 5.436 -2.879
C -0.038 -0.700 -2.559
C -1.231 4.127 -2.598
C -4.672 -0.446 0.451
C 3.214 1.431 1.922
C -4.423 -2.279 -1.211
C -0.235 6.142 -1.854
C -0.102 -0.168 4.409
C -4.103 -1.266 -2.251
C 1.119 -2.025 3.543
C -0.033 0.453 3.164
C -3.961 -1.835 0.188
C 0.306 -1.521 4.528
C 2.535 2.774 -0.604
C -2.533 0.625 0.926
C -0.312 5.676 -0.512
C -0.835 4.412 -0.354
C 2.707 -1.954 -2.864
C -3.529 -2.638 2.679
C 1.985 1.017 -3.220
C -2.394 -1.659 0.092
C 2.130 -0.395 -0.212
H -4.295 1.107 1.782
H 5.232 -0.124 -0.373
H 1.466 2.667 -0.794
H -3.864 -1.723 3.183
H -3.263 -0.558 -2.017
H 3.166 -1.548 -3.732
H -2.458 -2.488 2.547
H -3.657 -1.676 -3.206
H 4.183 -3.285 1.904
H 3.001 1.388 -3.244
H 1.666 0.844 -4.227
H -4.005 -3.267 -1.418
H 3.523 -2.471 -2.356
H 5.640 1.589 -0.117
H 4.894 1.023 -1.670
H 0.341 7.048 -2.047
H 0.582 -3.557 0.199
H 3.288 0.417 2.396
H 1.997 -2.713 -3.189
H -0.443 -1.671 -2.277
H -0.111 6.323 0.358
H -0.471 1.431 2.954
H 1.283 1.840 -2.849
H 2.742 3.669 0.033
H -0.712 0.094 -2.188
H -0.186 -0.670 -3.669
H -0.547 0.391 5.248
H 4.155 -1.733 2.683
H 2.320 1.878 2.389
H 4.064 2.077 2.184
H 2.044 -4.354 0.914
H -0.658 5.719 -3.906
H -3.833 -3.805 0.934
H -4.988 -0.752 -2.580
H 4.804 -1.882 1.074
H -5.522 -2.420 -1.176
H -1.050 3.950 0.572
H -5.304 -2.935 1.394
H -0.020 -2.177 5.381
H 1.600 -2.991 3.731
H 3.052 3.030 -1.560
H 1.964 -3.892 -0.821
H -3.707 -3.499 3.341
*
```

⟨S²⟩ = 6.039
HOMO (spin up / spin down) = -13.5 / -13.5 eV


[3]
Molecular formula: C27H43IO7S5
Method: DFT, the ωB97M-V functional and the def2-TZVPD basis

Structure (ORCA input):
```
! wB97M-V def2-TZVPD RIJCOSX def2/J DEFGRID3
* xyz 0 1
I -2.678 -0.556 6.489
S -2.537 -4.429 -5.567
S 2.041 -2.180 -4.108
S 0.697 -6.549 -7.284
S 5.219 -2.146 4.083
S -5.530 6.189 1.997
O 0.914 -7.672 -6.321
O -4.240 6.806 1.560
O -0.119 -0.494 2.106
O 3.333 -1.565 -4.543
O 4.591 -1.458 2.913
O -0.640 2.915 -1.546
O -1.245 -3.817 -6.005
C -2.508 -4.522 -3.764
C -0.912 2.295 3.605
C 3.958 -2.292 5.366
C 1.543 0.810 0.748
C -0.917 1.959 7.295
C 0.770 -0.902 -4.212
C 3.806 1.386 -1.301
C 6.229 -0.926 4.949
C -1.554 3.703 3.849
C 0.274 0.636 1.732
C -6.804 7.463 1.890
C 2.466 2.168 -1.447
C 2.065 -2.272 -2.306
C 1.971 -5.311 -6.968
C -0.444 2.027 2.130
C -3.805 -3.147 -5.669
C -5.505 6.099 3.800
C -0.608 3.094 0.983
C -1.249 4.474 1.255
C 1.340 -7.079 -8.887
C 1.364 1.867 -0.409
C 3.991 0.366 -0.155
C -1.734 1.388 6.006
C -0.703 1.208 4.782
C -1.728 4.772 2.722
C -0.034 2.672 -0.467
C 2.871 0.035 0.895
H 2.827 -2.994 -2.007
H 2.247 2.939 -2.261
H -4.738 -3.523 -5.243
H 1.093 -0.010 -3.673
H -1.747 -5.246 -3.469
H -3.482 -4.853 -3.400
H -0.162 -1.280 -3.790
H -3.962 -2.900 -6.719
H 6.609 -1.359 5.876
H -5.265 7.078 4.219
H 5.635 -0.036 5.165
H -6.484 8.358 2.427
H -1.891 3.998 4.894
H -4.741 5.380 4.099
H -2.171 5.808 2.926
H 4.995 -0.162 -0.064
H 2.365 -7.439 -8.777
H 4.410 -2.681 6.280
H 4.624 1.654 -2.065
H -0.686 1.063 7.987
H -3.478 -2.256 -5.131
H -7.736 7.084 2.313
H 2.308 -1.295 -1.885
H 3.191 -2.986 5.019
H -2.591 2.110 5.806
H 3.022 -0.712 1.754
H -6.478 5.764 4.162
H -1.344 5.218 0.402
H 1.309 -6.242 -9.587
H 0.616 -0.655 -5.263
H 3.504 -1.317 5.556
H -2.261 -3.545 -3.344
H 1.787 -4.870 -5.988
H 0.383 1.269 5.147
H 1.091 -2.606 -1.944
H -1.626 2.701 7.809
H 0.711 -7.887 -9.261
H 7.068 -0.654 4.308
H -6.959 7.708 0.838
H 0.029 2.533 7.005
H 2.957 -5.778 -6.977
H 1.918 -4.531 -7.730
H -0.847 0.138 4.386
*
```

HOMO = -8.3 eV